## one
This record from the Open Molecules 2025 dataset describes a cluster of 2 separate species, C3H8NS in total. The level of theory is ωB97M-V/def2-TZVPD.

XYZ file:
```
13
Properties=species:S:1:pos:R:3:mulliken_charge:R:1
C 1.48 0.44 2.34 -0.706
S 1.73 -0.99 1.22 -0.774
H 2.32 1.13 2.16 0.144
H 1.63 0.02 3.34 0.159
H 0.57 1.01 2.15 0.148
C -1.83 -0.22 -2.65 -3.143
C -1.41 0.77 -0.59 -0.369
N -1.88 0.96 -1.75 0.169
H -0.89 -0.08 -3.19 0.292
H -1.75 -1.17 -2.11 0.592
H -2.62 -0.10 -3.40 1.250
H -1.61 1.43 0.27 0.138
H -1.01 -0.15 -0.13 0.100
```

molar mass	90.2	Da
net charge	-2
HOMO energy (alpha / beta)	4.1 / 0.2	eV
spin multiplicity	2
expectation value of S²	0.751

---

## two
This record from the Open Molecules 2025 dataset describes a cluster of 2 separate species, C3H8NS in total. The level of theory is ωB97M-V/def2-TZVPD.

XYZ file:
```
13
Properties=species:S:1:pos:R:3:mulliken_charge:R:1
C -0.07 2.24 -0.38 -0.810
S 1.08 1.37 -1.51 -0.683
H -0.58 3.03 -0.93 0.130
H 0.50 2.71 0.43 0.193
H -0.82 1.60 0.07 0.195
C -0.57 -1.59 2.23 -3.832
C -0.79 -1.53 -0.10 0.227
N -0.78 -2.25 0.94 0.182
H -0.96 -0.56 2.26 0.639
H -1.05 -2.19 3.02 1.472
H 0.50 -1.54 2.43 0.368
H -1.06 -2.02 -1.05 0.298
H -0.41 -0.51 -0.14 -0.380
```

molar mass	90.2	Da
net charge	-2
HOMO energy (alpha / beta)	4.2 / 0.2	eV
spin multiplicity	2
expectation value of S²	0.751

---

Energy comparison, zero being the most stable, in kcal/mol: one 7.6; two 0.0.

---

## one
This record from the Open Molecules 2025 dataset describes a structure of composition BaH16O8. The level of theory is ωB97M-V/def2-TZVPD.

XYZ file:
```
25
Properties=species:S:1:pos:R:3:mulliken_charge:R:1
Ba 0.18 0.03 -0.51 1.745
O -2.55 -3.19 -0.79 -0.604
H -3.38 -3.02 -0.34 0.323
H -2.68 -4.03 -1.23 0.311
O -1.34 -0.67 3.23 -0.591
H -1.14 -1.10 4.06 0.312
H -2.10 -0.12 3.42 0.311
O -3.09 0.80 -2.58 -0.600
H -3.72 0.24 -3.03 0.313
H -3.55 1.64 -2.48 0.320
O -1.67 2.90 1.55 -0.584
H -2.14 2.74 2.37 0.303
H -1.56 3.85 1.52 0.317
O 4.28 -0.33 -1.43 -0.623
H 4.74 -0.94 -2.01 0.326
H 4.85 -0.23 -0.68 0.323
O 2.63 1.14 2.24 -0.593
H 3.05 0.65 2.94 0.316
H 3.24 1.85 2.04 0.319
O 0.86 3.11 -3.05 -0.613
H 1.77 3.37 -3.22 0.325
H 0.39 3.36 -3.85 0.317
O 1.15 -3.68 0.54 -0.614
H 0.46 -3.85 1.18 0.327
H 1.31 -4.52 0.12 0.316
```

molar mass	281.4	Da
net charge	+2
HOMO energy	-17.3	eV
spin multiplicity	1

---

## two
This record from the Open Molecules 2025 dataset describes a structure of composition BaH16O8. The level of theory is ωB97M-V/def2-TZVPD.

XYZ file:
```
25
Properties=species:S:1:pos:R:3:mulliken_charge:R:1
Ba -0.27 0.04 -0.14 2.802
O 1.38 -0.13 -1.21 -0.639
H 1.23 0.42 -1.99 0.275
H 2.34 -0.16 -1.13 0.237
O -0.96 0.87 1.58 -0.732
H -0.97 1.83 1.48 0.281
H -1.31 0.72 2.45 0.262
O -1.42 -1.23 0.61 -0.752
H -1.34 -2.17 0.78 0.349
H -1.89 -0.89 1.37 0.319
O 0.15 -1.97 -0.67 -0.730
H 0.19 -2.58 0.07 0.239
H 0.99 -2.06 -1.11 0.361
O -0.54 1.88 -0.61 -0.651
H -0.04 2.61 -0.27 0.292
H -1.12 2.27 -1.26 0.233
O 0.64 -1.11 1.25 -0.519
H 0.52 -2.06 1.29 0.229
H 0.78 -0.84 2.16 0.315
O -0.66 -0.07 -1.99 -0.597
H 0.10 -0.07 -2.58 0.221
H -1.42 0.02 -2.58 0.203
O 1.03 1.27 0.64 -0.627
H 0.87 1.58 1.53 0.312
H 1.73 1.84 0.32 0.317
```

molar mass	281.4	Da
net charge	+2
HOMO energy	-14.2	eV
spin multiplicity	1

---

Energy comparison, zero being the most stable, in kcal/mol: one 0.0; two 670.5.

---

## one
This record from the Open Molecules 2025 dataset describes a cluster of 10 separate species, C28H78N2O15 in total. The level of theory is ωB97M-V/def2-TZVPD.

XYZ file:
```
123
Properties=species:S:1:pos:R:3:mulliken_charge:R:1
C 1.24 -2.37 1.89 -0.667
O 1.33 -1.47 0.77 -0.023
C 2.42 -0.58 0.83 -0.956
C 2.42 0.19 -0.50 0.543
N 3.47 1.24 -0.39 -0.332
C 3.47 2.18 -1.45 0.366
C 4.37 3.33 -0.92 -1.005
O 4.80 4.14 -1.69 -0.409
C 5.56 5.20 -1.17 -0.773
H 0.51 -3.11 1.84 -0.155
H 0.97 -1.80 2.80 0.355
H 2.11 -3.02 2.03 0.338
H 3.40 -1.07 1.08 0.337
H 2.26 0.02 1.71 0.323
H 1.49 0.64 -0.65 -0.798
H 2.65 -0.45 -1.35 0.605
H 4.43 0.97 -0.28 0.418
H 2.50 2.62 -1.77 -0.424
H 4.05 1.80 -2.31 0.588
H 5.16 2.99 -0.29 0.290
H 3.78 3.83 -0.16 0.533
H 6.53 4.97 -0.80 0.332
H 5.03 5.84 -0.40 0.299
H 5.84 5.93 -1.98 0.284
C 6.32 2.03 3.76 -0.712
O 4.96 2.49 3.83 -0.439
C 4.22 2.21 2.63 0.196
C 2.81 2.71 2.85 -0.772
N 2.26 3.07 1.59 -0.082
C 0.83 3.08 1.64 -0.430
C 0.34 3.42 0.22 0.047
O -0.87 3.45 0.02 -0.433
C -1.33 3.85 -1.28 -0.545
H 6.97 2.52 4.49 0.287
H 6.70 2.06 2.73 0.251
H 6.40 0.96 3.91 0.293
H 4.13 1.11 2.35 0.084
H 4.68 2.66 1.78 0.063
H 2.92 3.65 3.46 0.442
H 2.19 2.00 3.41 0.226
H 2.58 2.38 0.91 -0.419
H 0.41 3.82 2.30 0.592
H 0.44 2.10 1.99 0.234
H 0.70 2.70 -0.52 -0.338
H 0.85 4.34 -0.19 0.376
H -0.93 4.76 -1.64 0.479
H -2.43 3.99 -1.29 0.300
H -1.05 3.12 -2.04 -0.116
O -0.82 -6.07 -0.46 -0.544
C -1.40 -5.13 0.46 0.538
C -2.74 -5.57 0.85 -0.687
O -3.30 -4.55 1.66 -0.710
H -0.41 -6.80 -0.02 0.330
H -0.62 -5.09 1.29 0.359
H -1.36 -4.10 0.01 -0.572
H -2.75 -6.45 1.45 0.426
H -3.40 -5.87 -0.01 0.321
H -2.64 -4.14 2.21 0.265
O -4.29 -2.56 5.43 -0.587
C -3.70 -2.56 4.17 -0.380
C -2.26 -2.61 4.35 -0.428
O -1.56 -2.97 3.16 -0.492
H -4.17 -1.69 5.83 0.362
H -4.00 -3.42 3.65 0.262
H -3.93 -1.68 3.57 0.223
H -2.06 -3.35 5.14 0.298
H -1.91 -1.65 4.72 0.436
H -1.72 -2.32 2.53 0.334
O -0.90 0.14 -1.37 3.248
C -1.79 0.46 -0.32 -0.810
C -2.05 -0.74 0.49 0.595
O -1.19 -0.87 1.55 0.020
H -0.70 0.93 -1.88 -1.116
H -1.54 1.32 0.35 -0.838
H -2.73 0.68 -0.82 0.544
H -2.05 -1.72 -0.02 -0.975
H -3.13 -0.74 0.81 0.744
H -0.31 -0.87 1.22 -0.248
C 0.93 -4.20 -2.70 -1.594
C 0.67 -3.02 -1.95 1.572
O -0.56 -2.48 -2.27 -0.503
H 1.15 -3.99 -3.77 0.338
H -0.01 -4.71 -2.61 0.291
H 1.72 -4.85 -2.27 0.329
H 1.42 -2.31 -2.19 -0.183
H 0.63 -3.06 -0.90 -0.626
H -0.66 -1.65 -1.77 -0.509
C -4.08 -2.21 -2.37 -0.946
C -4.01 -3.23 -1.34 0.317
O -4.31 -2.72 -0.06 -0.554
H -4.09 -2.80 -3.30 0.358
H -3.24 -1.53 -2.44 -0.142
H -4.96 -1.58 -2.40 0.409
H -2.98 -3.59 -1.26 -0.266
H -4.59 -4.14 -1.66 0.332
H -4.18 -3.43 0.58 0.489
C -2.68 2.18 -4.27 -1.089
C -2.69 0.76 -4.34 0.376
O -2.32 0.21 -5.57 -0.612
H -1.70 2.64 -4.53 0.157
H -2.96 2.53 -3.26 0.112
H -3.49 2.45 -4.96 0.437
H -3.59 0.31 -4.08 0.548
H -2.00 0.45 -3.50 -0.175
H -2.34 -0.76 -5.49 0.356
C 2.00 -0.14 -4.27 -1.129
C 0.69 0.43 -4.27 0.193
O 0.74 1.55 -3.44 -0.416
H 2.44 -0.36 -3.34 0.139
H 2.66 0.51 -4.86 0.489
H 1.97 -1.12 -4.82 0.320
H -0.01 -0.36 -3.85 -0.237
H 0.37 0.87 -5.21 0.494
H 1.29 2.14 -3.91 0.297
C -3.24 1.53 2.77 -0.913
C -2.74 2.83 3.18 0.262
O -2.52 2.76 4.61 -0.571
H -3.41 1.50 1.70 0.240
H -4.15 1.31 3.25 0.571
H -2.53 0.73 2.99 0.031
H -3.46 3.60 2.95 0.277
H -1.81 3.00 2.62 -0.160
H -1.80 3.38 4.87 0.321
```

molar mass	682.9	Da
HOMO energy	-8.6	eV
structure (SMILES)	COCCNCCOC.COCCNCCOC.OCCO.OCCO.OCCO.CCO.CCO.CCO.CCO.CCO
spin multiplicity	1

---

## two
This record from the Open Molecules 2025 dataset describes a cluster of 10 separate species, C28H78N2O15 in total. The level of theory is ωB97M-V/def2-TZVPD.

XYZ file:
```
123
Properties=species:S:1:pos:R:3:mulliken_charge:R:1
C 14.00 -15.32 -15.69 -0.784
O 13.95 -14.46 -16.86 -0.347
C 12.82 -13.62 -16.95 -0.721
C 13.16 -12.84 -18.24 -0.515
N 12.10 -11.96 -18.48 0.080
C 12.25 -11.43 -19.82 -1.797
C 11.17 -10.39 -20.24 -0.353
O 11.09 -9.83 -21.34 -0.497
C 12.17 -8.88 -21.48 -0.017
H 14.11 -14.84 -14.70 0.264
H 14.86 -15.96 -15.79 0.280
H 13.15 -15.99 -15.82 0.337
H 12.74 -12.95 -16.17 0.459
H 11.90 -14.17 -16.92 0.414
H 13.10 -13.54 -19.08 0.387
H 14.14 -12.28 -18.17 0.075
H 11.18 -12.46 -18.43 0.301
H 12.13 -12.29 -20.54 0.385
H 13.18 -10.99 -19.96 0.682
H 11.14 -9.62 -19.46 0.168
H 10.23 -10.82 -20.16 0.973
H 11.84 -8.08 -22.13 0.310
H 13.12 -9.24 -22.01 0.312
H 12.37 -8.35 -20.57 -0.100
C 8.84 -6.23 -22.93 -0.757
O 8.30 -6.22 -21.61 -0.629
C 9.00 -7.19 -20.86 -0.120
C 8.20 -7.37 -19.62 -1.449
N 8.75 -8.60 -18.99 -0.301
C 8.23 -8.97 -17.65 -1.098
C 9.19 -10.02 -17.13 0.575
O 9.13 -10.66 -16.09 -0.502
C 10.29 -11.43 -15.76 -0.457
H 8.75 -7.26 -23.37 0.383
H 9.89 -5.96 -23.04 0.151
H 8.28 -5.60 -23.66 0.387
H 10.06 -7.00 -20.62 -0.132
H 9.08 -8.18 -21.34 1.046
H 7.17 -7.50 -19.88 0.679
H 8.29 -6.44 -19.02 0.150
H 8.67 -9.47 -19.60 0.401
H 7.20 -9.34 -17.82 0.454
H 8.12 -8.12 -17.02 0.423
H 10.12 -9.49 -17.17 -0.291
H 9.34 -10.78 -17.95 0.083
H 10.26 -12.43 -16.20 0.359
H 10.40 -11.47 -14.69 0.439
H 11.27 -11.14 -16.02 -0.160
O 13.35 -6.40 -19.60 0.512
C 12.71 -5.33 -20.26 1.449
C 13.35 -5.14 -21.56 -0.918
O 12.73 -4.22 -22.36 -0.456
H 12.66 -6.82 -19.04 -1.590
H 11.70 -5.74 -20.35 -0.276
H 12.73 -4.42 -19.61 -0.293
H 13.39 -6.10 -22.12 0.256
H 14.44 -4.90 -21.41 0.263
H 12.52 -3.41 -21.92 -0.062
O 11.03 -7.04 -18.10 1.268
C 11.14 -6.94 -16.69 -0.164
C 12.11 -5.94 -16.24 0.517
O 12.49 -6.10 -14.91 -0.675
H 10.21 -7.41 -18.44 -0.784
H 10.18 -6.85 -16.24 0.484
H 11.68 -7.84 -16.26 -0.119
H 11.90 -4.95 -16.53 0.403
H 13.06 -6.29 -16.72 -0.517
H 13.43 -6.01 -14.80 0.431
O 16.27 -4.07 -17.26 -0.655
C 16.19 -4.44 -18.55 0.948
C 16.37 -5.83 -18.55 -0.204
O 16.16 -6.35 -19.81 -0.627
H 16.28 -3.17 -17.10 0.313
H 15.21 -4.17 -18.96 -0.867
H 16.92 -3.91 -19.18 0.386
H 15.73 -6.31 -17.86 -0.116
H 17.44 -6.09 -18.20 0.340
H 15.28 -6.47 -19.86 0.266
C 13.40 -2.06 -17.58 0.499
C 13.17 -0.75 -17.05 -0.668
O 11.76 -0.50 -16.84 -0.510
H 13.13 -2.09 -18.68 -0.209
H 12.79 -2.76 -17.11 0.232
H 14.33 -2.47 -17.38 -0.147
H 13.61 -0.17 -17.88 0.187
H 13.77 -0.72 -16.16 0.379
H 11.62 0.38 -16.46 0.295
C 10.18 -2.95 -19.24 -0.163
C 9.25 -3.90 -19.74 0.885
O 8.64 -3.59 -21.01 -0.648
H 10.75 -3.51 -18.43 -0.389
H 9.81 -2.08 -18.74 0.673
H 10.90 -2.69 -19.98 -0.188
H 8.53 -4.10 -18.99 0.455
H 9.80 -4.86 -19.96 -0.900
H 8.38 -4.44 -21.44 0.529
C 10.58 -2.32 -23.68 -0.557
C 10.31 -1.10 -22.98 0.149
O 8.98 -0.96 -23.05 -0.503
H 10.43 -3.23 -23.08 -0.164
H 11.64 -2.17 -23.78 0.248
H 10.14 -2.53 -24.62 0.394
H 10.82 -0.32 -23.55 0.524
H 10.63 -1.11 -21.89 -0.362
H 8.74 -0.24 -23.64 0.315
C 14.90 -9.41 -18.17 -1.164
C 13.92 -9.13 -17.24 2.073
O 14.40 -8.44 -16.08 -0.686
H 15.54 -10.27 -17.91 0.453
H 15.59 -8.61 -18.45 0.158
H 14.49 -9.52 -19.12 0.027
H 13.24 -9.94 -16.92 -0.499
H 13.22 -8.40 -17.74 -0.771
H 13.64 -8.35 -15.54 0.461
C 15.27 -1.16 -20.72 -0.925
C 14.16 -1.31 -21.63 -0.479
O 13.03 -1.52 -20.93 -0.151
H 15.47 -2.08 -20.22 -0.047
H 15.07 -0.34 -20.06 0.292
H 16.26 -1.09 -21.20 0.414
H 14.42 -2.02 -22.32 0.508
H 14.06 -0.26 -22.05 0.310
H 12.60 -0.69 -20.90 0.230
```

molar mass	682.9	Da
HOMO energy	-8.9	eV
structure (SMILES)	COCCNCCOC.COCCNCCOC.OCCO.OCCO.OCCO.CCO.CCO.CCO.CCO.CCO
spin multiplicity	1

---

Energy comparison, zero being the most stable, in kcal/mol: one 0.0; two 66.5.

---

## one
This record from the Open Molecules 2025 dataset describes the ion C9H8NO2S with charge -1. The level of theory is ωB97M-V/def2-TZVPD.

XYZ file:
```
21
Properties=species:S:1:pos:R:3:mulliken_charge:R:1
C 2.15 -0.52 0.23 -1.045
C 1.25 0.05 1.16 -1.282
C -0.22 -0.29 0.90 1.805
C -0.52 -1.66 1.12 -0.182
N -0.77 -2.77 1.35 -0.704
C -1.31 0.60 1.95 0.621
O -2.35 0.80 1.38 -0.651
O -0.81 0.83 3.01 -0.677
C -0.65 0.08 -0.56 -0.133
C -0.15 1.19 -1.32 -0.935
C -0.60 1.24 -2.60 -0.370
S -1.83 0.08 -2.91 -0.186
C -1.51 -0.64 -1.29 -0.345
H 3.18 -0.27 0.28 0.419
H 1.94 -1.64 0.16 0.274
H 1.77 -0.15 -0.75 0.247
H 1.26 1.09 1.20 0.457
H 1.23 -0.39 2.10 0.469
H 0.21 2.08 -0.81 0.299
H -0.31 1.86 -3.44 0.414
H -1.98 -1.57 -1.17 0.506
```

molar mass	194.2	Da
net charge	-1
HOMO energy	-4.5	eV
structure (SMILES)	CC[C@@](C#N)(C(=O)[O-])c1ccsc1
spin multiplicity	1

---

## two
This record from the Open Molecules 2025 dataset describes the ion C9H8NO2S with charge -1. The level of theory is ωB97M-V/def2-TZVPD.

XYZ file:
```
21
Properties=species:S:1:pos:R:3:mulliken_charge:R:1
C -0.49 -1.17 2.91 -0.574
C -1.45 -1.14 1.89 -0.455
C 0.84 -0.66 2.67 -0.434
C -1.18 -0.44 0.75 -0.099
C 1.08 0.03 1.51 -0.362
C 0.09 0.09 0.47 0.079
C 0.51 2.16 -2.54 -0.421
C -0.09 1.18 -3.29 -0.635
C 0.29 0.60 -0.96 -0.005
N 0.69 1.85 -1.21 0.611
O 1.34 2.58 -0.43 -0.811
O -0.79 -2.14 -1.31 -0.817
S -0.54 -0.27 -2.19 0.056
H -0.59 -1.90 3.68 0.322
H -2.32 -1.77 1.98 0.341
H 1.61 -0.74 3.39 0.401
H -1.94 -0.42 -0.04 0.409
H 2.07 0.38 1.23 0.379
H 0.90 3.13 -2.83 0.396
H -0.21 1.04 -4.34 0.407
H 0.18 -2.39 -1.35 0.213
```

molar mass	194.2	Da
net charge	-1
HOMO energy	-3.5	eV
spin multiplicity	1

---

Energy comparison, zero being the most stable, in kcal/mol: one 0.0; two 81.7.